(1)
{"formula": "C47H99F3N4O5S", "method": "ωB97M-V with the def2-TZVPD basis set", "homo_ev": [-3.40, -9.50], "spin_multiplicity": 2, "e_lumo_ev": [-2.022, -1.779], "homo_lumo_gap_ev": [1.38, 7.72], "total_energy_ev": -85517.704, "total_charge": 1, "elements": ["C", "C", "O", "O", "H", "H", "H", "C", "C", "C", "C", "N", "C", "C", "C", "C", "C", "C", "C", "H", "H", "H", "H", "H", "H", "H", "H", "H", "H", "H", "H", "H", "H", "H", "H", "H", "H", "H", "H", "H", "H", "H", "H", "C", "C", "C", "C", "N", "C", "C", "C", "C", "C", "C", "C", "H", "H", "H", "H", "H", "H", "H", "H", "H", "H", "H", "H", "H", "H", "H", "H", "H", "H", "H", "H", "H", "H", "H", "H", "C", "C", "C", "C", "N", "C", "C", "C", "C", "C", "C", "C", "H", "H", "H", "H", "H", "H", "H", "H", "H", "H", "H", "H", "H", "H", "H", "H", "H", "H", "H", "H", "H", "H", "H", "H", "C", "C", "C", "C", "N", "C", "C", "C", "C", "C", "C", "C", "H", "H", "H", "H", "H", "H", "H", "H", "H", "H", "H", "H", "H", "H", "H", "H", "H", "H", "H", "H", "H", "H", "H", "H", "C", "F", "F", "F", "S", "O", "O", "O"], "coordinates": [[-0.0994, 1.0910, -0.6807], [-0.7607, -0.0778, 0.0876], [-0.6761, -0.0480, 1.3687], [-1.2411, -1.0111, -0.5682], [-0.6574, 1.4062, -1.5624], [0.8847, 0.8190, -1.0623], [0.0298, 2.0117, -0.1118], [-4.2703, 2.8152, 4.3895], [-3.7177, 3.2609, 3.0121], [-3.5776, 2.0745, 2.0917], [-4.8985, 1.3783, 1.8017], [-4.8511, -0.0172, 1.0548], [-6.2622, -0.4776, 0.7848], [-6.7558, 0.3720, -0.3795], [-5.5273, 0.6164, -1.2457], [-4.2922, 0.0838, -0.3901], [-4.0205, -1.0933, 1.8137], [-4.4163, -1.4054, 3.2801], [-3.4274, -2.3863, 3.8547], [-5.3282, 2.5546, 4.3574], [-4.2034, 3.6033, 5.1394], [-3.7946, 1.9461, 4.8440], [-2.7434, 3.7293, 3.1513], [-4.3907, 4.0200, 2.6133], [-2.8470, 1.3654, 2.4811], [-3.1421, 2.3678, 1.1365], [-5.5721, 2.0158, 1.2291], [-5.4954, 1.1393, 2.6818], [-6.0783, -1.4507, 0.3295], [-6.9293, -0.6470, 1.6301], [-7.5214, -0.1588, -0.9454], [-7.2829, 1.2647, -0.0428], [-5.6099, 0.0664, -2.1831], [-5.5617, 1.6613, -1.5541], [-4.0840, -0.9420, -0.6941], [-3.3836, 0.6860, -0.3918], [-3.0312, -0.6369, 1.7792], [-4.0047, -1.9979, 1.2057], [-5.4479, -1.7353, 3.4025], [-4.4002, -0.4427, 3.7912], [-3.6747, -3.3588, 3.4292], [-3.5753, -2.5034, 4.9282], [-2.4141, -1.9960, 3.7593], [7.5289, 5.6206, 4.6149], [7.1317, 4.4144, 3.7414], [5.8504, 4.7259, 2.9182], [5.4508, 3.5493, 2.0990], [4.3046, 3.7597, 1.0171], [2.9062, 3.6609, 1.7291], [2.5554, 2.2004, 1.9010], [3.4998, 1.4837, 0.9012], [4.3402, 2.5312, 0.1220], [4.4086, 5.0788, 0.1586], [5.6834, 5.2562, -0.6090], [6.0537, 6.6906, -0.7592], [8.1781, 5.3640, 5.4521], [6.6442, 6.0573, 5.0784], [8.1497, 6.3637, 4.1144], [6.9822, 3.5029, 4.3201], [7.9682, 4.2550, 3.0609], [6.0021, 5.5759, 2.2529], [5.0204, 5.0092, 3.5654], [5.0528, 2.6739, 2.6123], [6.3345, 3.1600, 1.5933], [2.1828, 4.0640, 1.0204], [2.9491, 4.3424, 2.5788], [1.5242, 1.9847, 1.6210], [2.5368, 1.8981, 2.9480], [2.7965, 1.0611, 0.1837], [4.0558, 0.7009, 1.4170], [3.8993, 2.8776, -0.8127], [5.3553, 2.1997, -0.0966], [4.0599, 5.8426, 0.8537], [3.5102, 4.9527, -0.4456], [5.6258, 4.7025, -1.5461], [6.4928, 4.7189, -0.1148], [5.4441, 7.1647, -1.5285], [7.1334, 6.7228, -0.9056], [5.9805, 7.3288, 0.1214], [-0.1318, -6.1615, -2.3787], [-1.1105, -5.0063, -2.1975], [-1.1635, -4.1083, -3.4301], [-2.2883, -3.0647, -3.4366], [-2.4011, -2.2608, -4.7334], [-2.9706, -3.0713, -5.9255], [-4.4740, -3.0299, -5.7669], [-4.7879, -1.9649, -4.7056], [-3.4623, -1.1980, -4.4570], [-1.0607, -1.6028, -5.1065], [-0.4311, -0.6238, -4.0298], [0.7153, 0.1923, -4.5699], [0.6963, -5.7866, -2.9803], [-0.4662, -6.9923, -2.9999], [0.1796, -6.5962, -1.4289], [-0.7453, -4.3412, -1.4150], [-2.1205, -5.3439, -1.9649], [-1.3931, -4.9015, -4.1416], [-0.2048, -3.6597, -3.6907], [-2.2359, -2.3706, -2.5978], [-3.2366, -3.5829, -3.2944], [-2.6210, -2.5881, -6.8379], [-2.6424, -4.1100, -5.9628], [-5.0540, -2.9014, -6.6808], [-4.8715, -3.9611, -5.3632], [-5.5518, -1.2534, -5.0192], [-5.1197, -2.5673, -3.8600], [-3.3165, -0.4534, -5.2395], [-3.3392, -0.7966, -3.4511], [-1.2172, -1.0002, -6.0012], [-0.2535, -2.2890, -5.3624], [-0.1808, -1.2240, -3.1551], [-1.1629, 0.1118, -3.6958], [1.4764, -0.4958, -4.9379], [1.1245, 0.8807, -3.8305], [0.3652, 0.7311, -5.4504], [2.8853, -2.2165, -3.2129], [3.0570, -3.0273, -1.9483], [2.1186, -2.7026, -0.7933], [2.2367, -3.6253, 0.4439], [1.5175, -3.1534, 1.7832], [1.8465, -1.7053, 2.1138], [3.1797, -1.6306, 2.7342], [3.1932, -2.9393, 3.5374], [1.9886, -3.8118, 3.0665], [-0.0647, -3.4315, 1.7651], [-0.3676, -4.9291, 1.9691], [-1.7369, -5.2677, 1.3864], [1.9501, -2.6297, -3.5908], [3.6112, -2.6065, -3.9264], [2.8896, -1.1391, -3.0479], [4.0392, -2.9621, -1.4803], [2.7884, -4.0311, -2.2774], [1.0985, -2.6701, -1.1758], [2.4150, -1.6737, -0.5891], [3.2815, -3.7380, 0.7331], [1.8951, -4.5939, 0.0787], [1.1871, -1.3477, 2.9046], [1.7764, -1.0569, 1.2404], [3.2245, -0.6712, 3.2496], [3.9909, -1.5877, 2.0074], [3.1441, -2.7117, 4.6022], [4.1005, -3.5421, 3.4982], [1.2921, -3.8046, 3.9049], [2.2861, -4.8121, 2.7518], [-0.3401, -3.0601, 0.7781], [-0.5135, -2.7217, 2.4601], [-0.5269, -5.0192, 3.0437], [0.3607, -5.6262, 1.5548], [-2.0095, -4.7326, 0.4767], [-2.5074, -4.9823, 2.1027], [-1.7941, -6.3360, 1.1775], [-1.3343, 4.7579, 0.3350], [-2.3349, 5.5087, 0.8127], [-0.4805, 4.4489, 1.3861], [-1.7556, 3.6457, -0.2827], [-0.3460, 5.8160, -0.8854], [-0.9545, 5.7303, -2.1950], [-0.4204, 7.2034, -0.3229], [1.0516, 5.3201, -0.8645]]}

=====

(2)
{"formula": "C48H100O14S8", "method": "ωB97M-V with the def2-TZVPD basis set", "homo_ev": -8.35, "e_lumo_ev": 0.311, "homo_lumo_gap_ev": 8.66, "total_energy_ev": -166737.627, "relative_energy_kj_mol": 0.0, "elements": ["C", "C", "C", "C", "C", "C", "C", "C", "C", "C", "C", "C", "O", "O", "C", "C", "C", "C", "C", "C", "C", "C", "C", "C", "C", "C", "O", "C", "O", "O", "C", "O", "C", "C", "C", "C", "C", "C", "H", "H", "H", "H", "H", "H", "H", "H", "H", "H", "H", "H", "H", "H", "H", "H", "H", "H", "H", "H", "H", "H", "H", "H", "H", "H", "H", "H", "H", "H", "H", "H", "H", "H", "H", "H", "H", "H", "H", "H", "H", "H", "H", "H", "H", "H", "H", "H", "H", "H", "H", "H", "C", "S", "O", "C", "H", "H", "H", "H", "H", "H", "C", "S", "O", "C", "H", "H", "H", "H", "H", "H", "C", "S", "O", "C", "H", "H", "H", "H", "H", "H", "C", "S", "O", "C", "H", "H", "H", "H", "H", "H", "C", "S", "O", "C", "H", "H", "H", "H", "H", "H", "C", "S", "O", "C", "H", "H", "H", "H", "H", "H", "C", "S", "O", "C", "H", "H", "H", "H", "H", "H", "C", "S", "O", "C", "H", "H", "H", "H", "H", "H"], "coordinates": [[-2.7148, -7.5279, 2.3713], [-3.2078, -6.9763, 3.7349], [-3.8988, -5.6031, 3.6325], [-5.2395, -5.7175, 2.8566], [-5.6155, -4.4446, 2.0279], [-5.4290, -4.6436, 0.4875], [-4.3602, -3.6996, -0.1405], [-3.0427, -3.7076, 0.6688], [-1.7647, -3.2873, -0.1262], [-2.0119, -2.4068, -1.3705], [-2.7275, -1.0665, -1.0755], [-1.7494, 0.0866, -0.7802], [-1.0652, -0.0074, 0.2085], [-1.7362, 1.2016, -1.5994], [-0.8125, 1.1741, -2.6944], [0.4823, 0.3553, -2.4432], [1.5602, 0.7884, -3.4820], [2.6963, -0.2439, -3.6650], [2.2051, -1.6778, -3.9438], [3.3052, -2.6018, -4.5572], [4.0862, -3.3833, -3.4732], [4.5127, -2.5208, -2.2705], [5.5291, -3.2970, -1.3792], [5.0007, -3.4895, 0.0577], [-1.5537, 0.8003, -4.0041], [-1.7202, -0.6973, -4.2585], [-1.8788, -0.8345, -5.7056], [-1.5962, -2.0957, -6.1215], [-2.3082, -2.7397, -6.8471], [-0.3801, 2.5328, -2.9286], [-0.3268, 3.2703, -1.7636], [-1.1935, 4.0370, -1.4187], [0.9146, 3.1836, -0.8821], [2.0788, 3.7295, -1.4054], [3.2294, 3.7933, -0.6498], [3.2012, 3.2625, 0.6527], [2.0581, 2.6626, 1.1095], [0.8912, 2.6184, 0.3685], [-3.5300, -7.9942, 1.8017], [-2.2350, -6.7387, 1.7807], [-1.9799, -8.3269, 2.5471], [-2.3223, -6.9053, 4.3832], [-3.8931, -7.7101, 4.1859], [-3.2443, -4.8301, 3.2084], [-4.1095, -5.2782, 4.6643], [-5.2961, -6.6185, 2.2348], [-6.0335, -5.8262, 3.6140], [-5.1113, -3.5542, 2.4263], [-6.6951, -4.2778, 2.1912], [-6.3954, -4.4641, -0.0246], [-5.0949, -5.6723, 0.2778], [-4.8080, -2.6961, -0.1815], [-4.2295, -4.0472, -1.1750], [-3.1703, -3.0093, 1.5070], [-2.8857, -4.7337, 1.0187], [-1.0611, -2.7367, 0.5152], [-1.2821, -4.2149, -0.4696], [-1.0530, -2.3003, -1.8955], [-2.6590, -2.9657, -2.0629], [-3.4713, -0.7665, -1.8228], [-3.2773, -1.2017, -0.1346], [0.3360, -0.7268, -2.3834], [0.8620, 0.6629, -1.4571], [2.0229, 1.7025, -3.0887], [1.1192, 1.0619, -4.4485], [3.2733, 0.0867, -4.5463], [3.3805, -0.1912, -2.8098], [1.9583, -2.1169, -2.9590], [1.2656, -1.6895, -4.5174], [4.0164, -1.9533, -5.0906], [2.7925, -3.2908, -5.2413], [5.0094, -3.7665, -3.9337], [3.5090, -4.2429, -3.0991], [3.6846, -2.2173, -1.6161], [5.0203, -1.6046, -2.6040], [6.5137, -2.8089, -1.3505], [5.7220, -4.3100, -1.7720], [4.8224, -2.5338, 0.5594], [5.7051, -4.0786, 0.6578], [4.0381, -4.0244, 0.0273], [-0.9501, 1.1875, -4.8365], [-2.4965, 1.3584, -4.0603], [-2.6650, -1.0678, -3.8423], [-0.8569, -1.3132, -3.9861], [-0.6447, -2.5456, -5.7616], [2.0787, 4.1177, -2.4241], [4.0904, 4.2854, -1.0968], [4.1173, 3.3340, 1.2461], [2.1141, 2.2557, 2.1204], [-0.0121, 2.1544, 0.7571], [3.3730, -0.7590, 3.1023], [4.8910, -1.4005, 3.8333], [5.5593, -2.2309, 2.7949], [4.0810, -2.5239, 4.9815], [3.6447, -0.0541, 2.3173], [2.7924, -1.5768, 2.6730], [2.7907, -0.2455, 3.8667], [3.4536, -3.2266, 4.4314], [3.4790, -1.9499, 5.6864], [4.8514, -3.0691, 5.5230], [7.3286, 2.0009, -2.9418], [6.7794, 0.9227, -1.6082], [5.2949, 0.9637, -1.5724], [7.3474, 1.9850, -0.2836], [7.0258, 1.5546, -3.8873], [6.8663, 2.9832, -2.8374], [8.4150, 2.0889, -2.9132], [6.8735, 2.9643, -0.3650], [8.4328, 2.0867, -0.3296], [7.0653, 1.5243, 0.6621], [-8.0005, -1.2253, 0.5312], [-8.4651, -2.5816, -0.5468], [-7.2038, -3.1729, -1.0834], [-9.1735, -1.5564, -1.8425], [-7.4954, -1.6400, 1.4039], [-7.3229, -0.5499, 0.0067], [-8.8959, -0.6905, 0.8496], [-8.4215, -0.8598, -2.2138], [-10.0308, -1.0121, -1.4455], [-9.4990, -2.2073, -2.6518], [4.6252, 2.8634, 7.8418], [4.0613, 1.4336, 6.9064], [5.2668, 0.7448, 6.3777], [3.3418, 2.3780, 5.5517], [5.1479, 2.5059, 8.7270], [5.3050, 3.4586, 7.2313], [3.7655, 3.4620, 8.1445], [4.1059, 3.0062, 5.0914], [2.5247, 2.9924, 5.9313], [2.9556, 1.6786, 4.8146], [8.1209, 3.8548, 3.0863], [6.4814, 4.0392, 3.8020], [5.5318, 3.2995, 2.9138], [6.3104, 5.7899, 3.4249], [8.4205, 2.8118, 3.1750], [8.0956, 4.1384, 2.0335], [8.8285, 4.4816, 3.6290], [6.4051, 5.9487, 2.3503], [7.0764, 6.3526, 3.9582], [5.3265, 6.1191, 3.7539], [-3.8408, 4.3736, -6.5383], [-2.3840, 3.3585, -6.8317], [-1.4359, 4.1683, -7.6388], [-3.1873, 2.1989, -7.9483], [-3.5558, 5.1960, -5.8849], [-4.2115, 4.7698, -7.4842], [-4.6102, 3.7731, -6.0520], [-3.6005, 2.7356, -8.8030], [-3.9774, 1.6689, -7.4158], [-2.4411, 1.4850, -8.2918], [2.6910, 6.4273, 1.5152], [3.7716, 7.7067, 0.8722], [4.3498, 8.4269, 2.0420], [2.4630, 8.7392, 0.1977], [3.3058, 5.6841, 2.0195], [1.9842, 6.8596, 2.2250], [2.1573, 5.9540, 0.6915], [1.7722, 9.0242, 0.9915], [1.9361, 8.1916, -0.5842], [2.9179, 9.6318, -0.2277], [-11.0417, 1.0670, 4.6005], [-9.6970, 0.5298, 3.5351], [-10.2528, 0.3910, 2.1607], [-9.5583, -1.1250, 4.2281], [-11.3208, 2.0786, 4.3119], [-11.8977, 0.4031, 4.4782], [-10.7056, 1.0645, 5.6374], [-10.5102, -1.6476, 4.1305], [-9.2703, -1.0560, 5.2772], [-8.7894, -1.6631, 3.6764]]}